{
  "formula": "C29H80N4O11",
  "method": "ωB97M-V with the def2-TZVPD basis set",
  "symbols": ["C", "C", "C", "O", "H", "H", "H", "H", "H", "H", "H", "H", "C", "C", "C", "O", "H", "H", "H", "H", "H", "H", "H", "H", "C", "C", "C", "O", "H", "H", "H", "H", "H", "H", "H", "H", "C", "C", "C", "O", "H", "H", "H", "H", "H", "H", "H", "H", "C", "C", "C", "O", "H", "H", "H", "H", "H", "H", "H", "H", "C", "C", "C", "O", "H", "H", "H", "H", "H", "H", "H", "H", "C", "C", "C", "O", "H", "H", "H", "H", "H", "H", "H", "H", "C", "C", "C", "O", "H", "H", "H", "H", "H", "H", "H", "H", "C", "C", "C", "O", "H", "H", "H", "H", "H", "H", "H", "H", "C", "O", "N", "N", "H", "H", "H", "H", "C", "O", "N", "N", "H", "H", "H", "H"],
  "coordinates": [[0.398, 1.517, 0.238], [-0.235, 0.273, 0.915], [-0.993, -0.477, -0.200], [0.863, -0.533, 1.179], [1.029, 1.992, 0.990], [-0.367, 2.275, 0.067], [0.974, 1.319, -0.665], [-0.761, 0.472, 1.849], [-1.089, -1.537, 0.034], [-0.621, -0.388, -1.220], [-2.033, -0.163, -0.294], [1.220, -0.751, 0.314], [-4.460, 4.257, 3.313], [-3.515, 3.781, 2.245], [-3.610, 2.343, 1.897], [-3.748, 4.374, 0.982], [-5.422, 4.598, 2.930], [-4.045, 5.235, 3.555], [-4.831, 3.754, 4.205], [-2.504, 3.948, 2.615], [-4.598, 1.994, 1.596], [-3.333, 1.784, 2.791], [-2.952, 2.046, 1.081], [-4.128, 5.255, 0.955], [3.055, -3.375, 2.251], [1.707, -3.911, 2.452], [1.705, -5.179, 3.386], [1.008, -2.872, 3.072], [2.911, -2.426, 1.735], [3.603, -4.052, 1.595], [3.633, -3.274, 3.170], [1.201, -4.376, 1.607], [2.015, -6.115, 2.920], [0.723, -5.348, 3.828], [2.429, -4.970, 4.174], [1.313, -2.039, 2.705], [-1.956, -5.294, -0.908], [-2.690, -5.527, 0.499], [-2.014, -4.731, 1.602], [-4.059, -5.395, 0.516], [-0.899, -5.125, -0.705], [-2.463, -4.494, -1.447], [-2.074, -6.176, -1.539], [-2.490, -6.554, 0.807], [-1.852, -3.732, 1.196], [-1.090, -5.129, 2.021], [-2.585, -4.641, 2.526], [-4.435, -6.041, -0.085], [-1.602, 3.273, -3.130], [-0.622, 2.258, -3.583], [-1.331, 0.884, -3.804], [-0.065, 2.731, -4.783], [-2.031, 3.156, -2.135], [-2.380, 3.435, -3.876], [-0.982, 4.165, -3.045], [0.127, 2.156, -2.797], [-1.956, 0.641, -2.945], [-0.567, 0.135, -4.013], [-1.898, 0.760, -4.726], [-0.720, 3.322, -5.162], [3.615, 1.593, -3.461], [3.996, 0.122, -3.790], [5.122, 0.064, -4.876], [4.576, -0.510, -2.646], [4.424, 2.043, -2.886], [2.733, 1.623, -2.820], [3.402, 2.290, -4.272], [3.109, -0.375, -4.183], [6.091, 0.173, -4.387], [4.866, 0.956, -5.447], [5.125, -0.865, -5.446], [3.929, -0.629, -1.947], [-5.251, -1.384, 0.148], [-5.354, -2.377, -1.061], [-6.746, -2.573, -1.541], [-4.624, -1.902, -2.172], [-5.583, -0.410, -0.212], [-4.244, -1.231, 0.536], [-5.893, -1.880, 0.876], [-5.076, -3.385, -0.756], [-6.808, -3.128, -2.477], [-7.277, -1.629, -1.660], [-7.391, -3.136, -0.866], [-4.238, -2.684, -2.574], [1.354, -3.113, -1.298], [2.377, -4.276, -1.590], [1.809, -5.691, -1.493], [3.158, -4.080, -2.734], [1.599, -2.246, -1.913], [1.073, -2.891, -0.268], [0.409, -3.439, -1.732], [3.156, -4.146, -0.839], [2.538, -6.499, -1.548], [0.869, -5.898, -2.004], [1.392, -5.676, -0.486], [4.067, -4.316, -2.538], [1.305, 4.219, 3.313], [2.721, 3.669, 3.317], [3.801, 4.655, 2.698], [3.175, 3.455, 4.582], [1.111, 4.558, 2.296], [1.145, 4.980, 4.077], [0.596, 3.410, 3.487], [2.652, 2.722, 2.781], [3.730, 4.617, 1.611], [4.816, 4.330, 2.927], [3.639, 5.715, 2.894], [3.022, 4.283, 5.044], [3.969, 0.173, 0.383], [3.150, -0.346, -0.357], [5.076, 0.739, -0.033], [3.923, 0.276, 1.696], [5.568, 1.374, 0.579], [5.318, 0.627, -1.007], [3.066, 0.018, 2.164], [4.602, 0.838, 2.189], [-1.061, 6.673, 1.282], [-1.766, 6.606, 2.333], [-0.633, 7.809, 0.855], [-0.749, 5.650, 0.593], [0.049, 7.752, 0.112], [-0.877, 8.678, 1.308], [-1.234, 4.792, 0.812], [-0.325, 5.722, -0.320]],
  "forces_ev_per_angstrom": [[0.05, 1.50, 0.96], [-0.01, -0.39, -1.61], [-1.61, -0.61, -0.09], [0.02, -0.19, 1.57], [0.37, -0.09, -0.06], [-0.38, -0.33, -0.35], [-0.19, -0.27, 0.13], [-0.02, 0.08, -0.25], [0.25, -0.07, 0.17], [0.62, 0.21, 0.24], [-0.08, 0.50, 0.31], [1.28, -0.54, -0.95], [-1.12, 2.30, -0.04], [-0.56, -0.83, -0.34], [-0.07, -1.81, 0.64], [0.30, 0.49, -0.85], [-0.20, -0.39, -0.88], [0.12, 0.03, 0.84], [1.17, -0.71, -0.02], [0.27, 0.47, -0.18], [-0.19, 0.35, 0.09], [0.07, -0.39, 0.04], [0.29, 0.22, -0.06], [0.17, 0.20, 0.73], [1.19, -0.53, -1.52], [-0.16, -2.13, 1.94], [0.18, 0.84, 0.57], [-1.67, -0.19, 0.17], [0.69, 0.22, -0.18], [0.29, 0.20, -0.12], [-0.30, 0.20, 0.06], [-0.23, 0.93, -0.91], [0.01, 0.31, -0.49], [0.00, 0.16, -0.03], [-0.16, -0.13, 0.29], [0.06, 0.26, -0.03], [-1.42, -0.53, 1.44], [2.64, -1.65, -0.14], [-0.46, 1.12, 0.23], [-1.21, 1.02, -0.27], [-0.14, 0.20, -0.27], [0.35, 0.43, 0.15], [0.14, -0.13, 0.06], [0.25, -0.50, -0.38], [0.26, 0.35, 0.39], [0.30, -0.28, -0.85], [-0.66, 0.05, -0.30], [-0.11, -0.07, -0.02], [0.11, 1.39, 0.77], [-1.73, -1.65, -0.49], [1.13, 0.04, -0.19], [0.84, -0.17, -0.07], [-0.22, -0.46, -0.10], [-0.16, -0.01, 0.12], [-0.34, 0.57, -0.10], [0.48, -0.13, -0.28], [0.06, -0.26, -0.06], [0.22, -0.31, 0.65], [-0.45, 0.90, 0.08], [0.07, 0.07, -0.29], [0.18, -0.30, 0.59], [1.32, 0.70, -0.68], [-1.31, 0.63, 0.94], [-0.05, -0.01, -0.37], [0.18, 0.02, 0.03], [-0.13, -0.12, 0.16], [0.03, -0.49, -0.41], [-0.06, -0.40, 0.28], [-0.05, 0.17, -0.05], [0.67, -0.33, -0.80], [-0.16, 0.21, -0.06], [-0.54, -0.08, 0.13], [-0.20, -1.18, -1.54], [-0.09, 0.21, 0.93], [-2.13, 0.21, 0.16], [1.22, 0.05, -0.07], [-0.45, -0.02, 0.32], [0.08, -0.44, -0.02], [-0.02, 0.75, 0.44], [0.93, 0.09, 0.20], [0.34, 0.14, -0.12], [0.11, 0.20, -0.32], [0.21, -0.13, 0.41], [0.10, 0.15, -0.35], [-0.55, -1.31, -2.00], [1.05, 0.40, 1.44], [-0.96, 0.80, 1.36], [-0.46, 0.58, -1.70], [0.41, 0.22, 0.47], [0.73, -0.09, 0.23], [-0.33, -0.02, -0.11], [-0.38, -0.44, 1.02], [-0.06, 0.22, -0.28], [0.46, 0.11, -1.00], [0.24, -0.47, 0.66], [-0.10, 0.05, -0.07], [0.09, -0.44, -0.68], [0.63, 2.13, -1.36], [-1.16, -1.00, -1.53], [0.17, -1.21, 2.30], [-0.29, 0.55, 0.14], [0.01, 0.24, -0.29], [-0.06, -0.05, 0.29], [0.63, -0.19, -0.09], [-0.01, -0.05, -0.35], [-0.16, 0.11, 0.38], [-0.04, -0.12, 0.68], [0.15, -0.01, 0.46], [1.11, 0.95, 0.18], [-1.92, -1.19, -0.24], [1.96, 0.97, -1.85], [-1.90, -0.47, 2.84], [0.18, -0.30, -0.53], [0.18, 0.23, -0.17], [0.29, 0.20, 0.14], [-0.34, -0.33, 0.09], [-4.09, 1.32, 6.10], [0.86, -0.32, -1.49], [1.89, 3.33, -1.90], [1.39, -5.01, -2.94], [-0.14, 0.90, 0.13], [0.21, -0.38, -0.07], [-0.03, 0.20, -0.08], [-0.22, -0.05, 0.18]],
  "relative_energy_kj_mol": 0.0,
  "total_charge": 1,
  "max_force_ev_per_a": 7.5,
  "homo_lumo_gap_ev": [9.421, 2.683],
  "multiplicity": 2,
  "s2": 0.76,
  "mol_weight_g_mol": 661.0
}